(1)
Entry from the OMol25 dataset: one molecule with the formula CH2N2OS in a non-equilibrium geometry (wB97M-V/def2-TZVPD).

Maximum force in Eh/bohr: 0.075
Energy relative to the best compared isomer or geometry (same formula, charge and spin) in kJ/mol: 135.3
HOMO energy (alpha / beta) in Ha: -0.38125 / -0.38122
LUMO energy (alpha / beta) in eV: -1.197 / -1.197

```
7
Properties=species:S:1:pos:R:3:mulliken_charge:R:1
C 0.406 1.385 0.234 0.343
N 0.910 2.074 0.979 -0.284
N -1.092 -0.993 0.003 -0.639
O 1.480 -0.412 -1.169 -0.455
S 0.217 0.323 -1.113 0.494
H -0.413 -1.764 0.209 0.284
H -1.507 -0.612 0.857 0.257
```



(2)
Entry from the OMol25 dataset: one molecule with the formula C5H10N2 (wB97M-V/def2-TZVPD).

Maximum force in Eh/bohr: 0.010
Energy relative to the best compared isomer or geometry (same formula, charge and spin) in kJ/mol: 327.8
HOMO energy in Ha: -0.31131
LUMO energy in eV: 0.931

```
17
Properties=species:S:1:pos:R:3:mulliken_charge:R:1
C 1.734 0.683 0.424 -1.386
C 0.781 -0.097 -0.475 -0.117
N 0.684 -1.500 -0.049 -0.077
C -0.114 -2.394 -0.583 -0.425
C -0.569 0.615 -0.407 0.001
C -1.962 0.132 -0.247 -0.459
N -1.260 0.762 0.876 -0.634
H 2.775 0.357 0.345 0.384
H 1.410 0.595 1.467 0.384
H 1.682 1.745 0.166 0.374
H 1.146 -0.086 -1.512 0.259
H 1.219 -1.753 0.778 0.225
H -0.538 -1.858 -1.465 0.228
H -0.496 1.552 -0.952 0.407
H -2.740 0.761 -0.679 0.252
H -2.239 -0.917 -0.152 0.290
H -0.965 0.004 1.495 0.295
```



(3)
Entry from the OMol25 dataset: C20H38Br8FeO8 as an isolated structure in a non-equilibrium geometry (wB97M-V/def2-TZVPD).

Maximum force in Eh/bohr: 0.344
2S+1: 5
⟨S²⟩: 6.018
HOMO energy (alpha / beta) in Ha: -0.25950 / -0.25487
LUMO energy (alpha / beta) in eV: -0.262 / -0.299

```
75
Properties=species:S:1:pos:R:3:lowdin_spin:R:1
Fe 6.196 -9.595 -13.471 3.661
C 4.624 -11.189 -12.950 0.022
O 5.748 -11.285 -12.410 0.076
O 4.879 -11.048 -14.129 0.085
O 4.364 -10.057 -12.631 0.064
C 10.659 -9.845 -13.277 0.001
C 9.390 -10.275 -12.614 0.005
O 8.281 -9.854 -12.940 0.032
C 9.457 -11.395 -11.588 0.001
H 10.422 -9.305 -14.194 0.000
H 11.209 -10.716 -13.634 0.000
H 11.229 -9.167 -12.642 0.000
H 9.815 -12.278 -12.117 0.000
H 8.564 -11.539 -10.979 0.000
H 10.227 -11.074 -10.886 0.000
O 6.665 -7.814 -12.286 0.023
C 6.188 -7.065 -11.444 0.005
O 5.645 -7.446 -10.220 0.002
C 5.655 -8.760 -9.744 0.000
C 7.086 -9.117 -9.245 0.000
C 6.081 -5.605 -11.700 0.001
H 5.171 -9.480 -10.403 0.000
H 5.056 -8.702 -8.835 0.000
H 7.097 -10.085 -8.743 0.000
H 7.577 -8.374 -8.617 0.000
H 7.735 -9.318 -10.098 0.000
H 6.381 -4.993 -10.849 0.000
H 5.048 -5.343 -11.930 0.000
H 6.727 -5.368 -12.546 0.000
O 5.107 -7.672 -14.467 0.016
C 4.414 -7.092 -15.318 0.001
O 3.346 -7.556 -15.975 0.000
C 3.226 -8.941 -15.914 0.000
C 2.198 -9.467 -16.907 0.000
C 4.889 -5.727 -15.657 0.001
H 2.907 -9.275 -14.927 0.000
H 4.240 -9.317 -16.053 -0.001
H 1.881 -10.499 -16.756 0.000
H 2.524 -9.367 -17.942 0.000
H 1.275 -8.935 -16.679 0.000
H 4.031 -5.181 -16.050 0.000
H 5.666 -5.653 -16.417 0.000
H 5.269 -5.200 -14.782 0.000
Br 0.602 -8.185 -14.144 0.000
C 1.295 -8.398 -12.263 0.000
C 2.500 -7.476 -12.118 0.000
Br 2.022 -5.534 -12.197 0.000
H 1.479 -9.463 -12.115 0.000
H 0.511 -8.174 -11.541 0.000
H 3.309 -7.737 -12.800 0.000
H 2.939 -7.659 -11.138 0.000
Br 2.754 -14.163 -10.291 0.000
C 2.493 -12.472 -9.196 0.000
C 2.752 -11.262 -10.064 0.001
Br 2.479 -9.657 -8.942 0.000
H 3.085 -12.578 -8.288 0.000
H 1.416 -12.450 -9.027 0.000
H 2.053 -11.135 -10.890 0.000
H 3.797 -11.200 -10.369 0.001
Br 6.625 -14.278 -17.715 0.000
C 4.809 -14.847 -17.148 0.000
C 3.939 -13.563 -16.834 0.000
Br 3.585 -12.533 -18.436 0.000
H 4.921 -15.575 -16.345 0.000
H 4.345 -15.356 -17.992 0.000
H 4.515 -12.946 -16.144 0.000
H 3.010 -13.777 -16.305 0.000
Br 7.217 -15.956 -14.548 0.000
C 6.317 -14.303 -13.905 0.000
C 5.189 -14.737 -12.945 0.000
Br 3.781 -15.893 -13.942 0.000
H 5.907 -13.737 -14.741 0.000
H 7.057 -13.677 -13.406 0.000
H 4.592 -13.922 -12.537 0.000
H 5.621 -15.348 -12.152 0.000
```



(4)
Entry from the OMol25 dataset: a 10-piece molecular cluster, C67H154N9O10 overall in a non-equilibrium geometry (wB97M-V/def2-TZVPD).

Maximum force in Eh/bohr: 0.123
Total charge: +7
Energy relative to the best compared isomer or geometry (same formula, charge and spin) in kJ/mol: 22.7
HOMO energy in Ha: -0.73647
LUMO energy in eV: -12.799

```
240
Properties=species:S:1:pos:R:3:mulliken_charge:R:1
C -0.403 1.681 -1.445 0.148
C -0.561 0.306 -1.408 0.553
C -1.153 -0.440 -0.243 0.163
O -1.293 -1.731 -0.075 -0.906
C -1.397 0.254 0.871 0.139
C -1.199 1.664 1.007 -0.405
C -0.869 2.527 -0.284 -0.352
O -0.990 3.796 -0.254 -0.967
O -1.149 2.107 2.211 -0.739
O -0.212 -0.249 -2.528 0.103
H -0.120 2.288 -2.292 0.447
H -1.817 -0.230 1.740 -0.400
C -0.874 6.682 2.057 -1.733
C -1.624 5.565 2.800 1.459
C -2.142 6.079 4.176 -1.028
O -2.902 5.034 4.836 -0.367
C -3.234 5.233 6.256 -0.845
N -2.761 5.081 1.986 0.125
H -3.425 4.439 2.394 0.377
H -3.278 5.888 1.667 0.463
H -2.286 4.754 1.157 -0.092
H -0.435 6.359 1.113 0.270
H 0.026 6.980 2.596 0.469
H -1.384 7.639 1.950 0.527
H -1.077 4.638 2.972 -0.478
H -2.747 6.984 4.126 0.501
H -1.329 6.298 4.869 0.488
H -4.132 4.657 6.480 0.282
H -3.509 6.271 6.443 0.427
H -2.516 4.879 6.996 0.302
C -1.908 -0.215 4.773 -1.462
C -2.248 0.927 5.678 0.646
C -1.250 1.000 6.930 -1.106
O -1.767 1.739 8.057 -0.373
C -0.776 2.226 8.902 -0.837
N -2.021 2.134 4.832 0.305
H -1.537 1.846 3.993 -0.188
H -2.929 2.548 4.674 0.364
H -1.433 2.837 5.254 0.405
H -2.155 -1.130 5.311 0.684
H -0.882 -0.359 4.436 0.178
H -2.392 -0.100 3.803 0.212
H -3.316 0.923 5.899 0.519
H -0.263 1.424 6.745 0.396
H -1.048 0.022 7.366 0.583
H 0.117 1.606 8.985 0.362
H -1.236 2.074 9.878 0.356
H -0.502 3.264 8.715 0.280
C -0.079 8.256 -3.986 -0.898
N -0.522 7.754 -2.589 0.170
C -1.234 6.422 -2.842 -1.117
C 0.664 7.328 -1.775 -0.603
C -1.513 8.669 -1.856 -0.287
C -1.216 10.164 -1.912 -0.847
O -1.590 10.758 -3.055 -0.497
H 0.418 9.225 -4.042 0.340
H -0.946 8.331 -4.643 0.380
H 0.665 7.526 -4.305 0.413
H -0.577 5.824 -3.474 0.511
H -2.160 6.505 -3.411 0.414
H -1.479 5.954 -1.888 0.301
H 1.127 6.371 -2.016 0.395
H 0.327 7.316 -0.738 0.116
H 1.396 8.130 -1.873 0.374
H -1.749 8.299 -0.858 0.379
H -2.389 8.602 -2.501 0.360
H -0.157 10.421 -1.897 0.264
H -1.544 10.826 -1.111 0.508
H -2.236 11.451 -2.898 0.363
C 2.782 -1.377 -3.287 -1.049
N 3.631 -0.295 -2.652 0.682
C 4.698 -0.977 -1.724 -1.064
C 4.458 0.387 -3.776 -1.020
C 2.895 0.776 -1.790 0.703
C 3.712 1.978 -1.301 -1.165
O 4.540 1.755 -0.326 -0.280
H 2.069 -1.000 -4.020 -0.075
H 2.229 -1.840 -2.469 0.345
H 3.503 -2.041 -3.765 0.688
H 5.442 -0.327 -1.262 0.319
H 5.366 -1.690 -2.207 0.440
H 4.134 -1.473 -0.935 0.424
H 4.676 -0.320 -4.576 0.400
H 5.318 1.014 -3.541 0.352
H 3.671 0.902 -4.327 0.452
H 2.378 0.181 -1.037 0.086
H 1.999 0.992 -2.371 -0.724
H 3.037 2.732 -0.896 0.413
H 4.269 2.452 -2.110 0.733
H 5.327 2.305 -0.351 0.308
C -1.946 1.884 -5.961 -0.723
N -0.645 0.997 -6.284 0.358
C 0.500 1.633 -5.390 -0.953
C -0.873 -0.437 -5.805 -0.896
C -0.151 1.125 -7.713 -0.441
C -0.978 0.480 -8.817 -0.713
O -2.176 1.223 -8.971 -0.506
H -2.907 1.421 -6.187 0.358
H -1.891 2.761 -6.606 0.374
H -1.870 2.084 -4.892 0.263
H 0.629 2.641 -5.783 0.467
H 1.424 1.055 -5.365 0.488
H 0.004 1.631 -4.419 0.061
H -1.568 -0.865 -6.527 0.555
H -1.503 -0.488 -4.916 -0.015
H 0.043 -1.008 -5.653 0.367
H 0.845 0.686 -7.783 0.382
H -0.068 2.193 -7.912 0.381
H -1.389 -0.518 -8.661 0.288
H -0.467 0.423 -9.778 0.505
H -2.414 0.861 -9.828 0.335
C 1.854 -3.684 4.595 -1.486
N 0.774 -4.729 4.605 0.172
C 1.012 -5.873 3.574 -0.682
C 0.992 -5.399 5.968 -0.943
C -0.697 -4.147 4.550 -0.943
C -0.962 -3.555 3.147 -0.244
O -0.300 -2.324 2.864 0.171
H 1.579 -2.825 5.207 0.535
H 1.817 -3.226 3.606 0.318
H 2.891 -4.019 4.584 0.588
H 0.533 -6.776 3.953 0.410
H 2.087 -5.995 3.450 0.347
H 0.551 -5.741 2.595 0.162
H 1.969 -5.884 5.945 0.412
H 0.206 -6.150 6.038 0.487
H 0.767 -4.673 6.749 0.378
H -0.766 -3.364 5.305 0.366
H -1.353 -5.011 4.654 0.407
H -2.048 -3.472 3.117 0.365
H -0.760 -4.160 2.263 0.352
H -0.407 -2.128 1.930 -0.341
C 3.586 -7.642 -5.880 -1.215
C 3.704 -6.224 -5.357 -0.717
C 3.157 -6.114 -3.842 -0.667
C 1.640 -6.390 -3.918 -0.840
N 0.889 -6.088 -2.532 0.532
C -0.663 -6.277 -2.705 -0.764
C -1.341 -4.866 -2.955 -0.326
C -0.155 -3.870 -3.082 0.598
C 0.976 -4.508 -2.275 -0.491
C 1.430 -6.742 -1.310 -0.777
C 1.608 -8.281 -1.484 -0.454
C 1.810 -8.992 -0.098 -1.413
H 4.334 -7.823 -6.651 0.352
H 2.631 -7.651 -6.406 0.362
H 3.346 -8.418 -5.153 0.321
H 3.284 -5.443 -5.990 0.411
H 4.753 -5.966 -5.209 0.426
H 3.470 -5.179 -3.378 0.377
H 3.665 -6.916 -3.307 0.293
H 1.446 -7.456 -4.032 0.621
H 1.087 -5.678 -4.531 0.464
H -1.119 -6.696 -1.807 0.417
H -0.813 -6.969 -3.533 0.225
H -1.924 -4.596 -2.074 -0.082
H -1.969 -4.847 -3.846 0.537
H -0.263 -2.878 -2.645 -0.363
H -0.057 -3.620 -4.138 0.169
H 0.694 -4.342 -1.236 0.316
H 1.938 -4.109 -2.597 -0.180
H 0.783 -6.437 -0.487 0.501
H 2.421 -6.342 -1.098 0.548
H 2.392 -8.658 -2.141 0.277
H 0.701 -8.633 -1.975 0.437
H 2.515 -8.545 0.603 0.342
H 2.209 -9.991 -0.278 0.402
H 0.883 -9.078 0.469 0.361
C -4.518 1.848 -3.179 -1.732
C -3.579 0.818 -2.463 0.855
C -4.054 -0.649 -2.182 0.825
C -4.994 -0.713 -0.987 -1.802
N -6.062 -1.870 -0.924 0.736
C -5.359 -3.272 -0.854 -1.005
C -4.939 -3.502 0.570 0.553
C -5.765 -2.579 1.431 -0.784
C -6.765 -1.956 0.450 -0.636
C -7.081 -1.713 -2.029 -0.971
C -7.915 -0.340 -2.173 0.021
C -8.720 -0.202 -3.423 -1.487
H -5.343 2.198 -2.559 0.407
H -4.910 1.428 -4.105 0.378
H -3.981 2.781 -3.345 0.422
H -3.595 1.294 -1.483 -0.183
H -2.607 0.796 -2.958 -0.650
H -3.191 -1.307 -2.079 -0.399
H -4.591 -0.901 -3.097 0.733
H -5.521 0.236 -1.085 0.482
H -4.468 -0.601 -0.038 0.196
H -6.026 -4.070 -1.182 0.428
H -4.502 -3.287 -1.528 0.396
H -5.092 -4.525 0.915 0.693
H -3.909 -3.189 0.736 -0.612
H -6.320 -3.029 2.255 0.535
H -5.198 -1.726 1.805 0.106
H -7.498 -2.757 0.355 0.380
H -7.238 -1.031 0.777 0.433
H -7.824 -2.510 -2.002 0.606
H -6.440 -2.041 -2.847 0.605
H -7.177 0.462 -2.203 -0.030
H -8.510 -0.136 -1.282 0.373
H -9.325 0.703 -3.483 0.413
H -9.472 -0.990 -3.445 0.375
H -8.142 -0.291 -4.342 0.339
C 6.896 4.344 3.407 -1.138
C 7.390 2.950 3.813 -0.658
C 6.155 2.045 4.336 -0.735
C 5.261 1.340 3.313 -0.703
N 4.183 0.254 3.834 0.837
C 3.464 -0.367 2.589 -0.605
C 2.304 0.508 2.253 1.306
C 1.979 1.344 3.496 1.301
C 3.002 0.973 4.527 -1.181
C 4.827 -0.723 4.791 -1.067
C 5.928 -1.660 4.280 -0.129
C 6.390 -2.711 5.259 -1.369
H 7.728 4.882 2.952 0.410
H 6.601 4.933 4.275 0.319
H 6.093 4.249 2.677 0.230
H 8.156 3.079 4.578 0.363
H 8.013 2.681 2.960 0.361
H 5.493 2.600 5.002 0.378
H 6.625 1.277 4.950 0.300
H 5.837 0.815 2.551 0.523
H 4.687 2.123 2.816 0.377
H 3.130 -1.297 3.049 -0.400
H 4.217 -0.636 1.848 0.640
H 1.485 -0.165 1.998 -0.661
H 2.595 1.118 1.397 -0.418
H 0.970 1.036 3.771 -1.454
H 1.806 2.412 3.366 0.659
H 2.563 0.313 5.275 0.435
H 3.442 1.745 5.158 0.418
H 4.045 -1.277 5.309 0.472
H 5.358 -0.186 5.577 0.608
H 6.703 -1.086 3.772 0.364
H 5.473 -2.170 3.430 0.166
H 6.904 -2.284 6.120 0.376
H 7.044 -3.534 4.972 0.404
H 5.496 -3.146 5.706 0.250
```



(5)
Entry from the OMol25 dataset: a 2-piece molecular cluster, C20H21N3O4 overall in a non-equilibrium geometry (wB97M-V/def2-TZVPD).

Maximum force in Eh/bohr: 0.178
Energy relative to the best compared isomer or geometry (same formula, charge and spin) in kJ/mol: 897.9
HOMO energy in Ha: -0.30168
LUMO energy in eV: -0.514

```
48
Properties=species:S:1:pos:R:3:mulliken_charge:R:1
C -3.652 -1.697 -0.283 0.132
C -2.082 -1.936 -0.024 0.647
C -4.346 -0.520 0.433 -1.237
C -3.624 0.711 0.228 0.075
C -2.769 1.234 1.079 0.015
C -3.751 1.291 -1.084 -0.266
C -2.223 2.442 0.932 -0.646
C -2.957 2.471 -1.302 -0.674
C -2.139 2.960 -0.388 0.480
C 0.149 -1.145 -0.141 -0.290
C 0.046 -0.370 1.194 0.385
C 1.157 -0.382 -1.126 -0.939
C 2.600 -0.827 -0.825 0.508
C 3.271 -1.939 -1.239 -0.794
C 3.569 -0.010 -0.096 0.428
C 4.900 -0.707 -0.046 0.082
C 3.465 1.322 0.416 0.285
C 6.168 -0.015 0.161 -0.715
C 4.637 1.916 0.837 -0.733
C 5.881 1.179 0.786 -0.329
H -3.816 -3.482 -0.398 0.325
H -4.275 -3.003 1.005 0.248
H -3.896 -1.448 -1.299 0.367
H -5.308 -0.604 0.054 0.367
H -4.306 -0.734 1.524 0.451
H -2.347 0.587 1.910 0.392
H -4.460 0.991 -1.905 0.311
H -1.640 2.717 1.786 0.323
H -3.040 3.012 -2.199 0.484
H -0.558 4.181 0.085 0.361
H -1.785 -0.233 -0.808 0.169
H 0.331 -2.125 0.044 0.958
H 1.067 -0.685 -2.169 0.452
H 1.087 0.767 -1.009 0.270
H 2.999 -2.832 -1.781 0.470
H 5.566 -2.149 -1.819 0.294
H 2.370 1.645 0.166 -0.096
H 7.088 -0.400 -0.199 0.393
H 4.726 2.854 1.396 0.352
H 6.787 1.777 1.068 0.271
H -0.691 -1.963 2.258 0.455
N -4.380 -2.843 0.056 -0.740
N -1.193 -1.286 -0.651 -0.293
N 4.596 -1.974 -0.551 -0.568
O -1.748 -2.662 0.933 -0.810
O -1.318 4.023 -0.622 -0.637
O 0.296 0.871 1.325 -0.500
O -0.448 -0.978 2.291 -0.487
```



(6)
Entry from the OMol25 dataset: a 2-piece molecular cluster, C12H22BrClF3N2O4S overall (wB97M-V/def2-TZVPD).

Maximum force in Eh/bohr: 0.019
Total charge: -1
HOMO energy in Ha: -0.19784
LUMO energy in eV: 2.514

```
46
Properties=species:S:1:pos:R:3:mulliken_charge:R:1
C -2.993 0.141 -4.908 -1.431
C -1.964 1.248 -4.858 0.446
Cl -0.400 0.648 -5.542 -0.268
C -1.720 1.882 -3.469 -1.344
N -2.550 1.319 -2.400 0.329
C -1.953 0.238 -1.712 0.600
F -2.857 -0.700 -1.358 -0.321
F -1.065 -0.383 -2.523 -0.260
F -1.277 0.571 -0.597 -0.193
C -3.197 2.351 -1.593 -0.050
S -4.060 1.763 -0.128 -0.216
Br -4.587 3.145 -2.823 -0.120
C -2.245 3.514 -1.108 0.585
O -1.959 4.384 -1.928 -0.660
O -1.840 3.324 0.051 -0.706
H -3.927 0.523 -4.509 0.277
H -3.154 -0.135 -5.948 0.458
H -2.669 -0.745 -4.376 0.277
H -2.283 2.023 -5.545 0.452
H -1.962 2.933 -3.563 0.606
H -0.665 1.864 -3.215 0.476
H -5.002 1.029 -0.742 0.112
C 4.608 -2.422 3.819 -0.690
O 4.074 -1.122 3.930 -0.341
C 4.230 -0.308 2.771 -0.803
C 2.923 -0.094 2.039 -0.166
N 2.459 -1.314 1.396 -0.324
C 1.089 -1.255 0.876 -0.707
C -0.055 -0.966 1.838 -0.278
O -0.334 -2.014 2.760 -0.466
C 0.501 -2.064 3.894 -0.534
H 4.636 -2.849 4.820 0.234
H 3.992 -3.073 3.188 0.286
H 5.626 -2.402 3.417 0.330
H 4.986 -0.733 2.103 0.413
H 4.593 0.663 3.116 0.392
H 3.075 0.673 1.275 0.351
H 2.201 0.301 2.766 0.167
H 2.526 -2.081 2.050 0.155
H 0.886 -2.221 0.406 0.308
H 1.060 -0.506 0.081 0.385
H -0.955 -0.859 1.241 0.201
H 0.072 -0.016 2.370 0.315
H 0.792 -1.065 4.230 0.263
H 1.402 -2.661 3.714 0.158
H -0.059 -2.549 4.695 0.303
```